This record from OMol25 describes a gas-phase ion, C8H16N3 (charge +1) at a distorted geometry. The level of theory is wB97M-V/def2-TZVPD.

Structure (XYZ):
```
27
C8H16N3, DFT wB97M-V/def2-TZVPD
C -0.535 1.464 -1.334
C 1.078 -0.011 -0.349
H 0.045 0.959 1.865
H 3.967 -0.682 -1.672
H -2.193 -1.983 -0.704
H 0.848 -2.310 1.843
N -0.139 1.591 1.103
C 3.110 -0.549 -1.024
H 1.797 0.840 -2.240
C -1.673 -1.125 -1.017
H -0.339 0.927 -2.301
C 2.003 0.322 -1.242
H -1.472 1.890 -1.220
H 0.471 2.359 0.855
C -0.220 0.638 -0.082
H 2.428 -1.828 2.241
H 0.160 2.245 -1.364
H -2.098 0.056 0.791
C -1.266 -0.461 0.250
H -0.878 -1.178 1.037
H 1.260 -0.488 2.388
H -1.114 2.055 1.247
H -0.837 -1.414 -1.659
N 2.910 -1.260 0.025
N 1.698 -0.964 0.500
C 1.505 -1.374 1.836
H -2.429 -0.629 -1.595
```

Results
LUMO = -0.1295 hartree
Kohn-Sham gap = 9.34 eV
energy above the lowest of the compared OMol25 structures with the same formula, charge and spin = 43.7 kcal/mol
molar mass = 154.2 g/mol
net charge = +1
highest occupied orbital energy = -12.87 eV

***

This record from OMol25 describes 2 unconnected molecules or ions with the total composition C8H16N3 at a distorted geometry. The level of theory is wB97M-V/def2-TZVPD.

Structure (XYZ):
```
27
C8H16N3, DFT wB97M-V/def2-TZVPD
C -2.104 -1.142 0.212
C -1.442 2.381 -0.791
H 2.156 -0.991 -1.240
H -1.185 -2.454 1.651
N 1.123 -0.120 0.318
C 1.446 -0.205 -1.073
H -2.026 3.131 -0.345
H -2.851 -2.938 1.077
H 1.853 0.695 -1.515
N -3.262 -0.686 -0.289
C -1.210 -0.100 0.050
C 1.498 -1.335 0.999
C -1.839 -2.456 0.742
N -3.070 0.526 -0.759
H -1.323 2.528 -1.857
H 0.527 -1.929 1.073
H -0.457 2.481 -0.295
H -1.400 -3.123 -0.025
H -3.796 1.036 -1.126
C -1.855 0.988 -0.435
H 0.531 1.173 1.805
C 1.349 1.161 1.042
H 2.385 0.942 1.411
H 1.329 2.034 0.391
H 1.817 -1.207 2.043
H 0.611 -0.387 -1.624
H 2.154 -2.083 0.424
```

Results
LUMO (alpha / beta) = -0.2052 / -0.2172 hartree
Kohn-Sham gap (alpha / beta) = 7.66 / 7.34 eV
energy above the lowest of the compared OMol25 structures with the same formula, charge and spin = 118.4 kcal/mol
molar mass = 154.2 g/mol
net charge = +1
highest occupied orbital energy (alpha / beta) = -13.24 / -13.25 eV

***

This record from OMol25 describes a gas-phase ion, C8H16N3 (charge +1) at a distorted geometry. The level of theory is wB97M-V/def2-TZVPD.

Structure (XYZ):
```
27
C8H16N3, DFT wB97M-V/def2-TZVPD
H 0.142 2.960 -2.045
H 0.147 -1.652 1.653
H 1.583 -0.917 1.403
N 0.233 -0.941 -0.264
H 1.264 -2.439 0.636
C 0.507 1.937 -1.959
H 0.054 1.285 -2.706
H 1.786 -0.155 -1.498
H 1.803 -1.936 -1.199
H -0.315 -0.411 3.073
H 0.631 -1.112 -2.349
C -0.978 -1.693 -0.659
N -0.207 2.578 0.286
C 0.869 -1.555 0.951
H -1.665 -1.664 0.119
H -0.210 3.571 0.051
C 0.070 1.586 -0.575
H -1.839 -0.700 2.154
C 1.177 -1.091 -1.384
H -1.698 0.874 3.176
H 1.545 1.984 -2.137
C -1.179 0.107 2.561
H -1.514 -1.214 -1.533
N -0.606 2.135 1.459
C -0.249 0.385 0.045
C -0.661 0.867 1.405
H -0.687 -2.790 -0.663
```

Results
LUMO (alpha / beta) = -0.0931 / -0.2350 hartree
Kohn-Sham gap (alpha / beta) = 5.78 / 6.74 eV
2S+1 = 3
energy above the lowest of the compared OMol25 structures with the same formula, charge and spin = 45.7 kcal/mol
molar mass = 154.2 g/mol
net charge = +1
highest occupied orbital energy (alpha / beta) = -8.32 / -13.13 eV

***

This record from OMol25 describes a gas-phase ion, C8H16N3O3 (charge +1) at a distorted geometry. The level of theory is wB97M-V/def2-TZVPD.

Structure (XYZ):
```
30
C8H16N3O3, DFT wB97M-V/def2-TZVPD
H 0.683 1.714 -0.922
H -3.299 -2.191 -0.950
C -3.533 -1.185 -1.397
H -4.678 -1.016 -1.430
H 2.363 -1.958 1.202
O -2.537 2.001 1.109
H 1.444 2.616 1.350
N -2.963 -0.158 -0.588
C 0.866 0.174 -2.431
H -0.770 -1.801 -0.092
H -3.045 -1.108 -2.451
C 0.525 2.205 1.879
H 2.769 -0.438 2.051
H 2.397 1.060 -1.264
C 1.328 0.797 -1.108
N -0.251 1.103 1.177
H -0.086 3.044 1.900
H 0.933 1.739 2.715
H 1.674 -0.480 -2.724
C 1.980 -1.298 1.993
C 0.319 -0.192 0.785
H 0.008 -0.518 -2.284
C -1.581 1.243 0.862
O 0.656 -0.874 1.924
N -0.738 -0.800 0.066
H 1.901 -1.923 2.914
C -1.839 -0.052 0.058
H 0.619 1.077 -3.025
H -3.489 0.798 -0.505
O 1.465 -0.158 -0.053
```

Results
LUMO = -0.1504 hartree
Kohn-Sham gap = 9.88 eV
energy above the lowest of the compared OMol25 structures with the same formula, charge and spin = 0.0 kcal/mol
molar mass = 202.2 g/mol
net charge = +1
highest occupied orbital energy = -13.97 eV

***

This record from OMol25 describes 2 unconnected molecules or ions with the total composition C8H16NO3 at a distorted geometry. The level of theory is wB97M-V/def2-TZVPD.

Structure (XYZ):
```
28
C8H16NO3, DFT wB97M-V/def2-TZVPD
H -2.864 0.587 1.166
H 1.493 2.527 -1.129
H 0.166 0.081 -2.023
H -2.198 1.326 -0.254
H -1.493 1.641 1.337
H -0.549 -0.150 2.734
C 0.484 0.378 0.015
O 1.199 1.479 2.075
C 0.852 0.488 -1.425
H 2.997 -0.590 0.199
C -0.760 -0.177 0.671
H 0.524 -1.409 2.096
H 1.548 2.012 -2.783
H 1.768 0.100 -1.720
O 2.750 1.047 0.498
H 3.331 -1.806 1.165
H -1.379 -1.700 2.174
H -0.331 -1.921 -0.687
C -0.516 -0.975 1.960
N 3.047 -1.618 0.268
O 1.809 -2.040 0.096
C 1.532 1.046 0.947
H -1.851 -0.905 -1.026
H -0.111 2.499 -1.935
C 0.872 1.997 -1.853
H -1.848 -2.040 0.266
C -1.884 0.850 0.641
C -1.180 -1.379 -0.369
```

Results
LUMO (alpha / beta) = 0.1301 / 0.1288 hartree
Kohn-Sham gap (alpha / beta) = 6.99 / 8.11 eV
energy above the lowest of the compared OMol25 structures with the same formula, charge and spin = 50.5 kcal/mol
molar mass = 174.2 g/mol
net charge = -1
highest occupied orbital energy (alpha / beta) = -3.45 / -4.60 eV

***

This record from OMol25 describes 2 unconnected molecules or ions with the total composition C8H16NO3S at a distorted geometry. The level of theory is wB97M-V/def2-TZVPD.

Structure (XYZ):
```
29
C8H16NO3S, DFT wB97M-V/def2-TZVPD
H -3.780 -3.918 1.030
H 0.933 0.525 -0.697
S -3.419 -1.492 0.789
H -0.415 2.021 -2.129
H -0.837 -5.064 0.100
H 2.975 3.475 -1.560
O -2.327 -0.483 0.508
H 2.743 3.461 1.507
C 1.169 1.592 -0.727
H 0.653 2.045 0.124
H -2.227 -5.524 0.861
H 0.868 3.234 -2.125
H 1.157 1.672 -2.887
C -0.291 -2.857 1.074
N -1.284 -5.111 1.049
H 1.544 -1.237 0.828
H 1.480 4.049 0.430
H -4.421 -1.255 -0.186
H -2.721 -3.617 -0.461
H 4.196 2.916 -0.433
C 0.665 2.164 -2.041
C 3.115 3.018 -0.574
C 2.558 3.906 0.525
H 3.031 4.892 0.493
C -2.897 -3.266 0.639
C 0.634 -1.948 0.789
O -4.095 -1.224 2.140
C -1.588 -3.677 1.497
O 2.580 1.702 -0.564
```

Results
LUMO = 0.1062 hartree
Kohn-Sham gap = 5.35 eV
molar mass = 206.3 g/mol
net charge = -1
highest occupied orbital energy = -2.46 eV

***

This record from OMol25 describes a gas-phase ion, C8H16NO4 (charge +1) at a distorted geometry. The level of theory is wB97M-V/def2-TZVPD.

Structure (XYZ):
```
29
C8H16NO4, DFT wB97M-V/def2-TZVPD
H -2.105 -0.781 -1.720
H 1.008 0.149 1.425
C 1.151 -1.033 -0.493
C 1.356 0.193 0.376
C -1.668 0.225 -0.057
O 1.815 -2.171 0.092
C -1.060 -2.066 0.404
C -0.289 -1.524 -0.841
H -0.155 -2.348 -1.583
H -1.965 -2.667 0.035
H 2.458 -1.772 0.606
H 0.598 2.335 -2.026
C 0.938 2.739 0.680
H -3.570 0.603 0.318
H 0.331 2.528 1.593
C -1.571 -0.763 1.067
H -2.612 -0.729 1.450
O 2.867 0.152 0.445
H -0.335 -2.717 1.010
O 0.430 1.575 -1.491
H 1.933 2.718 0.976
C 0.729 1.488 -0.244
H 1.552 -0.799 -1.398
H -0.927 -0.619 1.894
O -2.862 0.881 -0.209
H -0.896 0.238 -2.067
H 0.794 3.686 0.196
H 3.268 0.923 0.894
N -1.212 -0.442 -1.332
```

Results
LUMO (alpha / beta) = -0.1411 / -0.1105 hartree
Kohn-Sham gap (alpha / beta) = 7.28 / 9.14 eV
energy above the lowest of the compared OMol25 structures with the same formula, charge and spin = 0.0 kcal/mol
molar mass = 190.2 g/mol
net charge = +1
highest occupied orbital energy (alpha / beta) = -11.12 / -12.14 eV

***

This record from OMol25 describes C8H16NO5P in the gas phase at a distorted geometry. The level of theory is wB97M-V/def2-TZVPD.

Structure (XYZ):
```
31
C8H16NO5P, DFT wB97M-V/def2-TZVPD
H -4.272 1.735 -1.034
P -1.366 0.419 -0.904
O -2.095 0.836 0.427
H -1.219 -1.292 1.581
H 5.726 -1.354 -0.665
H -0.326 -2.713 0.678
H -3.336 1.662 1.675
O 1.372 -0.140 -1.927
H 5.676 1.295 -0.695
H -4.741 0.558 0.269
N 1.476 0.158 -0.768
C 3.850 -0.023 -0.628
C -1.255 -2.190 1.057
H 2.408 0.701 0.974
O 0.186 0.538 -0.096
H -3.039 -1.398 0.364
C 4.979 0.769 -0.051
O -1.513 -1.140 -1.063
H -2.473 -2.911 -0.574
O -1.546 1.250 -2.090
C 2.573 0.148 0.013
H 4.701 -1.147 1.049
H -1.651 -2.769 1.870
H 3.832 0.060 -1.613
H 4.904 1.442 0.815
C -2.154 -1.983 -0.087
H -2.695 2.748 0.252
C -3.132 1.799 0.616
C -4.501 1.516 0.044
C 4.962 -0.758 0.073
H -5.333 2.186 0.437
```

Results
LUMO = 0.0288 hartree
Kohn-Sham gap = 9.15 eV
energy above the lowest of the compared OMol25 structures with the same formula, charge and spin = 9.2 kcal/mol
molar mass = 237.2 g/mol
net charge = 0
highest occupied orbital energy = -8.37 eV

***

This record from OMol25 describes a molecular structure, C8H16NbO3 at a distorted geometry. The level of theory is wB97M-V/def2-TZVPD.

Structure (XYZ):
```
28
C8H16NbO3, DFT wB97M-V/def2-TZVPD
H 2.424 -2.921 0.017
H -2.609 0.320 0.942
H 2.376 0.619 -1.964
H -4.002 2.740 0.936
H 2.119 1.479 -0.465
H 3.860 -3.424 -0.877
H 0.378 -1.498 -2.173
H -1.871 -0.886 -1.247
C 0.299 -1.969 1.862
C -0.957 1.519 0.312
H -4.162 1.114 2.447
O -3.537 1.797 2.682
Nb -0.187 -0.153 -1.069
C 0.039 -1.416 0.809
H -0.452 1.481 1.269
H -0.505 0.972 -2.479
O 4.284 -1.118 -1.905
H -2.928 1.315 -0.460
H -2.435 3.175 1.637
H 2.361 -3.071 -1.712
C 3.437 -1.366 -1.083
H 0.526 -2.165 2.863
C -3.109 2.362 1.436
C 2.992 -2.781 -0.893
O 2.923 -0.431 -0.282
C 2.003 0.522 -0.946
C -2.475 1.308 0.523
H -0.793 2.475 -0.181
```

Results
LUMO = 0.0787 hartree
Kohn-Sham gap = 6.83 eV
molar mass = 253.1 g/mol
net charge = -1
highest occupied orbital energy = -4.69 eV

***

> Number 5 is which compound?

C8H16NO3

***

> What is the molar mass in the ninth record?

253.1 g/mol